DFT (wB97M-V/def2-TZVPD) results for C3H11N2Tc as an isolated structure.

Values from the calculation:
DFT total energy   -310.80727 Eh
Molar mass   173.1 g mol⁻¹
E_LUMO (alpha / beta)   -3.7329 / -4.6951 eV
HOMO (alpha / beta)   -12.85 / -13.32 eV

ORCA input file:
```
! RIJCOSX wB97M-V def2-TZVPD def2/J DEFGRID3
* xyz 1 4
C -1.30432 1.34133 -2.44813
Tc -0.89921 0.48064 -0.61244
N 0.41672 -0.99544 -1.32060
H -1.22983 1.68252 0.33355
H 0.41982 1.10062 -0.46548
H -1.57790 2.41575 -2.35058
H -2.18925 0.70904 -2.62207
H -0.52733 1.21237 -3.22266
H 0.28684 -1.87960 -0.80511
H 1.36153 -0.67018 -1.07944
H 0.44381 -1.23502 -2.31009
C 0.99314 -0.84794 3.23928
C 0.47130 -0.54209 1.96246
N -0.02907 0.00814 1.06025
H 0.28782 -0.50687 4.00334
H 1.95740 -0.34426 3.34664
H 1.11850 -1.92900 3.29108
*
```

DFT (wB97M-V/def2-TZVPD) results for a 2-piece molecular cluster, C6H6N overall.

Values from the calculation:
DFT total energy   -286.35612 Eh
Molar mass   92.1 g mol⁻¹
E_LUMO (alpha / beta)   -6.3119 / -6.3101 eV
HOMO (alpha / beta)   -13.71 / -13.71 eV

ORCA input file:
```
! RIJCOSX wB97M-V def2-TZVPD def2/J DEFGRID3
* xyz 1 1
C 2.00611 1.12856 -1.93016
C 0.84853 0.99452 -2.63813
C -0.72093 -1.62989 0.63622
C -1.35138 -0.60189 1.51145
C 0.08354 0.66656 -0.12166
C 0.89426 0.86079 -1.18271
N -0.60335 -0.23602 0.39387
H 3.09867 1.40512 -1.69540
H 0.12476 -2.35056 1.00863
H -1.37561 -1.96228 -0.20608
H -2.44747 -0.42294 1.41438
H -0.92407 -0.31266 2.43328
H 0.36694 2.46068 0.37631
*
```

DFT (wB97M-V/def2-TZVPD) results for one molecule with the formula C7H10O.

Values from the calculation:
DFT total energy   -347.68910 Eh
Molar mass   110.2 g mol⁻¹
E_LUMO (alpha / beta)   0.9797 / -2.5592 eV
HOMO (alpha / beta)   -6.12 / -10.10 eV

ORCA input file:
```
! RIJCOSX wB97M-V def2-TZVPD def2/J DEFGRID3
* xyz 0 3
C 1.90720 2.21893 0.78851
C 1.64557 1.20722 0.15906
C 2.30717 -0.92490 -0.30167
C -1.38126 0.01381 -1.01036
C -0.56346 -0.05132 1.27853
C 1.19735 -0.00750 -0.51603
C -0.22704 -0.53296 -0.12521
O 3.46258 -0.80486 -0.54578
H 2.17223 2.82013 1.65956
H 1.92993 -2.00414 -0.00569
H -1.67813 1.08502 -0.89470
H -1.18651 -0.15161 -2.09847
H -2.43251 -0.38520 -0.75601
H -0.40886 0.93252 1.46286
H 0.03102 -0.71986 2.11185
H -1.62928 -0.13960 1.37043
H 1.11224 0.08571 -1.58984
H -0.21274 -1.55348 -0.11736
*
```

DFT (wB97M-V/def2-TZVPD) results for a 2-piece molecular cluster, C9H14O overall.

Values from the calculation:
DFT total energy   -426.51848 Eh
Molar mass   138.2 g mol⁻¹
E_LUMO (alpha / beta)   3.5184 / 3.4377 eV
HOMO (alpha / beta)   0.77 / -3.41 eV

ORCA input file:
```
! RIJCOSX wB97M-V def2-TZVPD def2/J DEFGRID3
* xyz -1 2
C -1.32906 1.84775 -2.53948
C -2.60435 1.09465 -2.90868
H -0.54229 1.59907 -3.24487
H -1.45998 2.93465 -2.56845
H -1.00574 1.66022 -1.51388
H -3.20024 1.61336 -3.66579
H -3.20643 0.84379 -2.04514
H -2.34628 0.12076 -3.31371
C 1.00989 -2.05551 -0.73649
C 2.19977 0.22988 2.13023
C 1.06909 0.25132 2.89956
C 2.15847 -0.54476 0.89895
C 0.98347 -1.16223 0.48355
C -0.12589 -0.37227 2.53305
C -0.14122 -1.11962 1.29211
O 1.09054 0.95631 4.11537
H 3.09549 0.74218 2.45105
H 3.08528 -0.63341 0.33297
H -1.06340 -0.24864 3.04918
H 0.26938 0.69119 4.56296
H 0.27812 -2.86318 -0.74647
H 2.00943 -2.48083 -0.84384
H -1.05140 -1.63644 1.03088
H 0.82738 -1.46825 -1.65305
*
```

- DFT total energy of number 2 (C6H6N)?
  -286.35612 Eh